Record 1
This record from the Open Molecules 2025 dataset describes a 8-piece molecular cluster, C34H57N7O12 overall. The level of theory is ωB97M-V with the def2-TZVPD basis set.

```
110
Properties=species:S:1:pos:R:3:lowdin_charge:R:1
C -5.199 1.188 2.618 -0.001
C -3.843 0.914 1.849 -0.419
C -3.357 2.147 1.075 -0.111
C -2.749 3.240 2.035 -0.159
C -1.579 2.648 2.920 -0.103
C -2.034 1.355 3.741 -0.387
N -2.817 0.446 2.885 0.098
O -2.939 -0.716 3.435 0.163
C -2.858 1.965 5.056 0.019
C -0.807 0.650 4.402 -0.026
C -4.052 -0.175 0.805 -0.023
H -5.645 0.402 3.091 0.032
H -6.105 1.337 1.943 0.125
H -5.201 1.933 3.613 0.145
H -4.383 2.592 0.726 0.169
H -2.621 1.787 0.366 0.101
H -3.484 3.564 2.639 0.036
H -2.507 4.192 1.339 0.155
H -1.058 3.358 3.718 0.151
H -0.636 2.342 2.088 0.181
H -3.643 2.488 4.604 0.013
H -2.480 2.669 5.769 0.088
H -3.291 1.191 5.711 0.098
H -0.940 -0.109 5.134 0.068
H -0.048 1.339 4.819 0.103
H -0.199 0.297 3.490 0.112
H -3.318 -0.291 -0.006 0.092
H -4.912 0.107 0.310 0.066
H -4.423 -1.136 1.246 0.114
C 0.558 -0.072 0.390 -0.827
O -0.690 -0.154 0.383 -0.050
O 1.259 -1.125 -0.147 -0.006
O 1.199 0.854 0.906 -0.047
H 0.547 -1.847 -0.340 0.101
C 1.665 -3.368 -2.396 -0.106
C 2.196 -4.571 -3.228 -0.004
C 1.285 -5.122 -4.337 0.025
C -0.135 -4.667 -4.487 -0.064
C -0.665 -3.528 -3.559 0.100
C 0.393 -2.939 -2.602 -0.093
N -1.076 -5.105 -5.600 -0.262
O -2.268 -4.538 -5.619 0.004
O -0.627 -6.045 -6.359 0.036
H 2.517 -2.791 -1.727 0.146
H 3.287 -4.805 -2.846 0.116
H 1.562 -5.874 -4.929 0.030
H -1.663 -3.550 -3.616 0.030
H 0.114 -2.070 -2.035 0.052
C 2.373 5.574 0.090 -0.079
C 1.868 4.131 -0.096 -0.032
C 0.467 3.865 -0.595 -0.015
C -0.451 4.995 -0.941 -0.152
C -0.032 6.391 -0.586 0.065
C 1.463 6.675 -0.073 -0.045
N -1.739 4.761 -1.563 -0.390
O -2.476 5.733 -1.784 0.048
O -1.945 3.681 -2.022 0.066
H 3.407 5.951 0.333 0.102
H 2.481 2.991 0.143 0.163
H 0.448 2.752 -0.910 0.102
H -0.755 7.237 -0.804 0.106
H 1.677 7.689 0.152 0.063
C -1.780 -0.173 -2.807 -0.370
O -2.616 -1.080 -2.760 -0.012
N -1.284 0.307 -3.915 -0.163
C -0.321 1.438 -3.951 -0.023
C -1.418 -0.466 -5.102 -0.046
H -1.450 0.351 -2.005 0.083
H -0.454 2.014 -4.891 0.093
H 0.907 1.091 -3.682 0.152
H -0.515 2.098 -3.036 0.058
H -1.474 -0.052 -5.921 -0.016
H -2.017 -1.525 -5.211 0.165
H -0.411 -0.773 -5.285 0.083
C -3.325 -4.755 2.210 -0.331
O -3.420 -5.483 3.190 -0.003
N -2.310 -3.857 2.200 -0.167
C -2.040 -2.974 0.969 0.005
C -1.407 -3.769 3.328 -0.041
H -3.982 -4.544 1.451 0.104
H -2.238 -2.054 1.340 0.002
H -2.616 -3.181 0.112 0.084
H -1.088 -3.170 0.598 0.060
H -1.973 -3.011 4.059 0.121
H -0.678 -3.047 3.022 0.062
H -1.137 -4.718 3.705 0.076
C 4.588 -0.916 2.066 -0.374
O 5.685 -0.325 2.134 -0.042
N 4.409 -2.197 2.186 -0.141
C 3.124 -2.909 1.842 0.016
C 5.536 -3.108 2.721 0.033
H 3.649 -0.363 1.861 0.132
H 3.267 -3.839 2.207 0.046
H 2.976 -2.858 0.831 0.048
H 2.500 -2.492 2.550 0.074
H 5.855 -3.607 1.708 0.140
H 5.135 -3.729 3.387 0.031
H 6.306 -2.634 3.123 0.025
C 4.811 2.132 -3.451 -0.380
O 5.733 2.648 -3.994 0.046
N 4.765 1.554 -2.224 -0.150
C 3.464 0.962 -1.706 -0.042
C 5.944 1.283 -1.418 -0.082
H 3.975 2.321 -3.948 0.085
H 2.703 1.642 -1.990 0.031
H 3.373 0.969 -0.586 0.078
H 3.146 0.010 -2.136 0.072
H 6.466 2.179 -1.168 0.060
H 6.547 0.345 -1.888 0.148
H 5.966 1.406 -0.304 0.090
```

Kohn-Sham gap: 4.63 eV
HOMO energy: -8.88 eV
molecular weight: 755.9 u
energy relative to the best compared isomer or geometry (same formula, charge and spin): 0.00 kcal per mole

Record 2
This record from the Open Molecules 2025 dataset describes an isolated ion of composition C6H12BrN3 and charge +2. The level of theory is ωB97M-V with the def2-TZVPD basis set.

```
22
Properties=species:S:1:pos:R:3:lowdin_charge:R:1
C 1.918 -0.455 -0.325 -0.039
C -0.149 -1.371 -0.837 -0.393
C 1.483 0.241 0.942 -0.151
C -0.982 -0.229 -0.794 -0.080
C 0.020 0.325 1.250 -0.620
C -0.586 1.665 1.413 -0.112
N 1.175 -1.169 -1.038 0.163
N -0.583 -2.581 -0.560 0.251
N -0.728 0.907 -1.682 0.234
Br -0.701 -1.055 2.357 0.943
H 2.954 -0.336 -0.618 0.155
H 1.998 -0.303 1.745 0.147
H 1.923 1.242 0.909 0.148
H -2.029 -0.375 -0.566 0.149
H -1.674 1.644 1.386 0.102
H -0.186 2.402 0.718 0.097
H -0.328 2.027 2.414 0.128
H -1.565 -2.807 -0.499 0.151
H 0.070 -3.347 -0.457 0.162
H 0.279 1.054 -1.844 0.180
H -1.147 1.773 -1.304 0.180
H -1.162 0.749 -2.610 0.202
```

Kohn-Sham gap: 8.93 eV
HOMO energy: -17.79 eV
molecular weight: 206.1 u
charge: +2
energy relative to the best compared isomer or geometry (same formula, charge and spin): 17.39 kcal per mole

Record 3
This record from the Open Molecules 2025 dataset describes a 2-piece molecular cluster, C9H12NOS overall. The level of theory is ωB97M-V with the def2-TZVPD basis set.

```
24
Properties=species:S:1:pos:R:3:lowdin_charge:R:1
C -3.199 -0.866 -1.487 -0.108
C -3.408 0.516 -1.342 -0.056
C -2.254 -1.571 -0.762 -0.090
C -2.518 1.187 -0.485 -0.029
C -1.418 -0.877 0.068 -0.052
C -1.537 0.488 0.195 -0.295
C 2.842 0.148 1.445 -0.174
C 3.844 -0.658 0.626 -0.379
C 1.880 0.362 -0.668 -0.331
N 1.664 0.486 0.605 0.018
O -0.768 1.319 1.031 -0.017
S 3.422 -0.318 -1.101 1.045
H -3.833 -1.533 -2.276 0.160
H -4.292 0.940 -1.948 0.143
H -2.136 -2.679 -0.987 0.141
H -2.571 2.274 -0.243 0.130
H -0.658 -1.381 0.560 0.093
H 2.411 -0.482 2.183 0.120
H 3.309 0.934 1.949 0.114
H 4.728 -0.193 0.881 0.057
H 3.726 -1.713 0.980 0.120
H 1.066 0.469 -1.313 0.096
H 0.693 0.870 1.006 0.138
H -0.994 2.279 1.084 0.154
```

Kohn-Sham gap: 8.40 eV
HOMO energy: -12.34 eV
molecular weight: 182.3 u
charge: +1
energy relative to the best compared isomer or geometry (same formula, charge and spin): 24.55 kcal per mole